No. 1
Formula: C4H21NO6
Source: OMol25
Level of theory: wB97M-V/def2-TZVPD

Structure (XYZ):
```
32
C4H21NO6 wB97M-V/def2-TZVPD
C 0.079 1.497 1.069
C 1.056 2.499 0.462
C 1.778 2.104 -0.830
O 1.963 0.696 -0.931
C 3.103 0.183 -0.221
N 0.419 3.827 0.327
H -0.421 1.762 2.001
H 0.684 0.633 1.344
H -0.678 1.047 0.427
H 1.862 2.643 1.182
H 2.733 2.628 -0.822
H 1.239 2.403 -1.730
H 3.326 -0.857 -0.456
H 3.024 0.241 0.865
H 3.974 0.727 -0.586
H 0.286 4.153 1.273
H 1.032 4.502 -0.107
O -1.041 -2.615 -3.182
H -0.810 -2.424 -2.273
H -1.950 -2.913 -3.140
O -3.864 -2.279 -1.212
H -3.460 -2.726 -1.956
H -4.698 -1.955 -1.551
O -2.339 -1.498 3.676
H -2.223 -2.427 3.876
H -1.830 -1.359 2.878
O 0.305 -1.645 -0.845
H 0.990 -2.276 -0.624
H 0.752 -0.799 -0.852
O -1.756 -1.736 0.989
H -2.475 -2.248 0.617
H -1.060 -1.788 0.334
```

For the HOMO energy (spin up / spin down), the calculation gives 0.7299 / -7.2941 eV. Its spin multiplicity is 2. The strongest force on any atom is 1.38 eV/A. As for the expectation value of S²: 0.7504. For the total energy, the calculation gives -18262.4531 eV. The orbital gap (spin up / spin down) comes out at 0.0746 / 0.3682 hartree. Its charge is -1. The energy above the lowest of the compared OMol25 structures with the same formula, charge and spin is 4.8 kcal/mol.


No. 2
Formula: C12H17ClFO7P
Source: OMol25
Level of theory: wB97M-V/def2-TZVPD

Structure (XYZ):
```
39
C12H17ClFO7P wB97M-V/def2-TZVPD
C -1.096 -3.987 -2.580
C 0.217 -3.285 -2.124
C 0.421 -3.450 -0.582
C 0.134 -2.172 0.227
O 1.168 -1.197 0.067
C 0.866 0.078 0.620
C -0.217 0.185 1.717
C -0.105 1.418 2.615
O -0.334 1.301 3.753
O 0.298 2.661 2.137
C -0.736 3.607 2.410
C -1.950 3.507 1.468
O -0.643 4.394 3.234
C 2.273 0.564 1.169
O 2.599 1.850 0.603
C 1.721 2.311 -0.336
O 1.654 3.366 -0.787
C 0.819 1.051 -0.613
F 1.651 0.385 -1.560
P -0.800 1.228 -1.599
O -1.152 2.845 -1.607
Cl -0.240 0.819 -3.583
H -1.023 -4.184 -3.664
H -1.234 -4.972 -2.099
H -1.999 -3.385 -2.382
H 0.272 -2.233 -2.445
H 1.038 -3.844 -2.612
H -0.330 -4.187 -0.236
H 1.401 -3.894 -0.340
H 0.140 -2.482 1.294
H -0.880 -1.827 -0.049
H -0.203 -0.682 2.393
H -1.207 0.140 1.218
H -1.544 3.545 0.442
H -2.605 4.358 1.689
H -2.504 2.570 1.642
H 2.411 0.514 2.261
H 3.064 -0.079 0.744
H -1.347 3.160 -2.504
```

As for the SMILES: CCCCO[C@@]1(CC(=O)OC(C)=O)COC(=O)[C@]1(F)P(O)Cl. For the HOMO energy, the calculation gives -9.3665 eV. The strongest force on any atom is 5.59 eV/A. For the total energy, the calculation gives -51579.8358 eV. The orbital gap comes out at 0.3450 hartree. Its charge is 0.


No. 3
Formula: C16H24AsBBrN4O3SZr
Source: OMol25
Level of theory: wB97M-V/def2-TZVPD

Structure (XYZ):
```
52
C16H24AsBBrN4O3SZr wB97M-V/def2-TZVPD
Zr 0.906 0.356 -0.120
O 0.735 -1.763 -0.100
N 1.464 -2.646 -0.782
C 1.006 -3.916 -0.816
C 1.696 -4.879 -1.492
C 2.880 -4.521 -2.149
C 3.318 -3.222 -2.102
C 2.596 -2.242 -1.402
S 3.081 -0.609 -1.249
H 0.079 -4.071 -0.286
H 1.316 -5.889 -1.515
H 3.445 -5.263 -2.695
H 4.224 -2.910 -2.600
B 3.308 4.128 1.049
C 2.973 2.606 0.920
N 2.567 1.520 0.866
H 4.401 4.355 0.603
H 2.423 4.673 0.410
H 3.211 4.376 2.232
C 0.731 1.081 4.091
As 0.151 -0.064 2.633
C 0.687 -1.812 3.296
C -1.765 -0.114 2.891
H 0.435 0.652 5.047
H 0.269 2.057 3.964
H 1.814 1.191 4.058
H 0.294 -1.981 4.297
H 1.775 -1.870 3.314
H 0.306 -2.573 2.616
H -2.010 -0.421 3.906
H -2.193 -0.804 2.167
H -2.164 0.879 2.690
Br -6.402 -0.478 -1.701
C -4.731 0.002 -2.477
C -4.691 0.312 -3.834
C -3.456 0.658 -4.390
C -2.311 0.696 -3.630
C -2.364 0.383 -2.245
C -3.618 0.026 -1.676
C -1.224 0.416 -1.441
O -1.198 0.125 -0.140
O 0.018 0.727 -1.895
H -5.590 0.283 -4.432
H -3.406 0.899 -5.445
H -1.359 0.961 -4.070
H -3.678 -0.223 -0.626
N 0.034 2.624 0.163
N -0.084 3.182 1.480
H 0.529 3.257 -0.467
H -0.905 2.487 -0.197
H -0.371 4.154 1.405
H 0.850 3.204 1.875
```

For the HOMO energy (spin up / spin down), the calculation gives -5.3562 / -8.4120 eV. Its spin multiplicity is 2. The strongest force on any atom is 0.20 eV/A. As for the expectation value of S²: 0.7816. For the total energy, the calculation gives -172758.8538 eV. The orbital gap (spin up / spin down) comes out at 0.1823 / 0.2947 hartree. Its charge is 0. The energy above the lowest of the compared OMol25 structures with the same formula, charge and spin is 19.3 kcal/mol.


No. 4
Formula: C21H19BrN6OS6SbTi
Source: OMol25
Level of theory: wB97M-V/def2-TZVPD

Structure (XYZ):
```
56
C21H19BrN6OS6SbTi wB97M-V/def2-TZVPD
Ti -0.301 -0.072 -0.159
N -2.554 -3.674 -0.075
C -2.588 -2.480 -0.776
S -2.492 -1.024 0.233
N -2.737 -2.510 -2.043
N -2.933 -1.311 -2.703
C -2.019 -1.003 -3.528
C -0.768 -1.787 -3.709
C -0.564 -2.555 -4.850
C 0.556 -3.362 -4.981
C 1.485 -3.414 -3.947
C 1.316 -2.645 -2.809
C 0.206 -1.807 -2.702
O 0.085 -1.017 -1.637
H -1.844 -3.639 0.653
H -2.382 -4.446 -0.707
H -2.185 -0.106 -4.118
H -1.315 -2.534 -5.632
H 0.693 -3.961 -5.873
H 2.348 -4.065 -4.025
H 2.000 -2.668 -1.973
C -1.954 0.303 5.319
C -0.789 0.122 4.389
C 0.499 -0.130 4.827
C 1.519 -0.318 3.904
C 1.227 -0.253 2.557
Br 0.524 -2.864 0.958
N -0.012 0.031 2.126
C -0.983 0.202 3.013
H -1.618 0.337 6.357
H -2.667 -0.515 5.211
H -2.503 1.219 5.094
H 0.704 -0.192 5.891
H 2.529 -0.539 4.220
H -1.977 0.415 2.631
S -4.623 1.762 2.659
Sb -4.276 1.664 0.400
S -1.763 2.090 0.437
S -1.111 1.658 -1.442
S -5.048 3.373 -0.902
N 3.049 -0.881 -0.539
C 2.743 0.348 -0.680
N 1.683 0.983 -0.094
C 1.884 2.355 -0.074
C 1.220 3.264 0.745
C 1.501 4.620 0.653
C 2.466 5.095 -0.226
C 3.189 4.196 -1.002
C 2.907 2.847 -0.906
S 3.730 1.510 -1.668
H 1.977 -0.437 1.804
H 3.879 -1.102 -1.082
H 0.489 2.909 1.455
H 0.954 5.311 1.282
H 2.669 6.157 -0.295
H 3.974 4.542 -1.665
```

For the HOMO energy (spin up / spin down), the calculation gives -2.0185 / -2.7126 eV. Its spin multiplicity is 2. The strongest force on any atom is 0.46 eV/A. As for the expectation value of S²: 0.7623. For the total energy, the calculation gives -197787.6710 eV. The orbital gap (spin up / spin down) comes out at 0.2256 / 0.2227 hartree. Its charge is -2. The energy above the lowest of the compared OMol25 structures with the same formula, charge and spin is 34.7 kcal/mol.


No. 5
Formula: C2H4O3Sn
Source: OMol25
Level of theory: wB97M-V/def2-TZVPD

Structure (XYZ):
```
10
C2H4O3Sn wB97M-V/def2-TZVPD
O 0.256 -0.027 -1.281
C -0.239 0.387 -0.239
Sn 2.162 0.421 -0.305
O -0.548 -0.408 0.733
O 0.425 1.450 0.250
H -0.094 2.091 0.762
C -1.274 -1.625 0.428
H -0.542 -2.353 0.067
H -1.754 -1.902 1.368
H -2.040 -1.505 -0.343
```

For the HOMO energy, the calculation gives -21.4596 eV. The strongest force on any atom is 4.22 eV/A. For the total energy, the calculation gives -14091.3530 eV. The orbital gap comes out at 0.3638 hartree. Its charge is +2.


No. 6
Formula: C4H5N2O3
Source: OMol25
Level of theory: wB97M-V/def2-TZVPD

Structure (XYZ):
```
14
C4H5N2O3 wB97M-V/def2-TZVPD
C -1.235 0.924 0.814
C -4.649 -0.131 -0.208
C -0.477 -0.485 0.751
C 0.784 -0.277 -0.150
N -2.448 0.919 0.449
N -3.035 -0.037 0.018
O -5.140 -1.146 0.098
O -4.985 0.950 -0.658
O -1.337 -1.279 0.315
H -0.782 1.930 1.165
H -0.067 -0.676 1.705
H 0.767 -0.242 -1.229
H 1.556 -1.045 0.133
H 1.173 0.634 0.223
```

For the HOMO energy, the calculation gives -4.0311 eV. The strongest force on any atom is 5.29 eV/A. For the total energy, the calculation gives -13348.9087 eV. The orbital gap comes out at 0.2763 hartree. Its charge is -1. The energy above the lowest of the compared OMol25 structures with the same formula, charge and spin is 82.6 kcal/mol.